Entry 1:
Below is 7 unconnected molecules or ions with the total composition C24H44F18N8P3, with properties calculated with wB97M-V/def2-TZVPD.

Geometry as XYZ:
```
97
Properties=species:S:1:pos:R:3:forces:R:3:lowdin_charge:R:1
C -17.061 8.395 25.392 1.085 -1.758 -0.373 -0.07
C -17.221 8.163 26.876 -1.105 2.500 1.284 -0.18
N -16.046 7.896 27.695 5.276 -2.031 1.390 -0.02
C -15.957 7.191 28.964 0.224 1.946 -1.288 0.03
C -14.640 7.222 29.411 -2.058 -0.147 -1.409 0.00
N -13.841 7.789 28.399 -4.687 -0.641 -0.675 -0.07
C -14.706 8.097 27.375 -0.715 -0.055 0.677 0.02
C -12.423 7.624 28.385 1.299 0.501 -0.312 0.00
H -17.997 8.308 24.840 -0.096 0.200 0.341 0.08
H -16.417 7.592 25.035 0.117 -0.063 -0.528 0.05
H -16.558 9.337 25.173 -0.185 0.048 0.109 0.09
H -18.065 7.610 27.288 0.292 -0.832 -0.649 0.12
H -17.523 9.165 27.182 -0.125 0.222 0.565 0.12
H -16.934 6.911 29.330 0.470 -0.256 0.710 0.12
H -14.276 6.779 30.327 0.272 0.246 -0.184 0.14
H -14.381 8.350 26.376 0.213 0.276 0.149 0.15
H -11.974 8.192 27.571 -0.180 -0.231 -0.088 0.11
H -12.197 6.563 28.270 0.168 0.149 0.019 0.11
H -12.029 8.052 29.307 0.012 -0.298 0.066 0.11
C -12.387 8.866 20.292 -1.921 -0.916 -0.266 -0.02
C -13.669 8.047 20.714 1.273 -0.313 -1.129 -0.14
N -14.931 8.768 20.579 -3.024 -0.231 2.533 -0.03
C -15.479 9.243 19.411 -0.437 0.107 0.759 0.01
C -16.753 9.631 19.702 -0.163 1.092 -0.400 -0.03
N -17.030 9.448 21.045 1.553 -1.478 -0.787 -0.08
C -15.934 8.773 21.540 -0.099 1.967 -1.235 0.04
C -18.290 9.915 21.697 0.950 -0.179 0.057 0.03
H -12.371 9.848 20.764 0.484 -0.317 0.300 0.09
H -12.459 9.013 19.214 0.146 0.145 -0.084 0.07
H -11.557 8.182 20.466 0.275 0.580 0.373 0.07
H -13.566 7.569 21.688 -0.256 0.399 0.045 0.11
H -13.854 7.262 19.980 0.704 -0.459 0.160 0.14
H -14.946 9.259 18.472 -0.002 0.022 0.203 0.15
H -17.438 10.147 19.046 -0.050 -0.154 0.110 0.14
H -15.968 8.435 22.565 0.852 -0.195 -0.146 0.13
H -18.155 10.948 22.020 -0.055 0.086 -0.409 0.10
H -18.502 9.377 22.621 0.108 -0.418 -0.322 0.07
H -19.096 9.806 20.972 0.072 0.070 0.231 0.10
C -19.897 4.319 27.891 -0.893 -0.477 0.670 -0.07
C -19.855 3.385 26.675 -2.176 0.636 1.915 -0.18
N -18.823 3.826 25.817 0.256 0.495 -1.877 -0.10
C -17.497 3.676 26.057 1.696 0.269 -1.173 -0.01
C -16.776 4.023 24.926 -3.393 0.345 -0.804 0.09
N -17.818 4.440 23.964 -0.971 -0.670 3.616 -0.05
C -19.036 4.369 24.594 2.697 -1.333 0.616 0.02
C -17.719 4.773 22.576 1.129 0.483 -0.815 -0.01
H -20.205 5.352 27.730 0.924 0.204 -0.520 0.08
H -18.957 4.108 28.401 0.150 0.959 0.124 0.07
H -20.650 4.060 28.636 -0.149 -0.757 -0.161 0.08
H -20.781 3.333 26.102 -0.021 0.229 0.075 0.13
H -19.754 2.402 27.135 0.722 -0.262 -0.766 0.14
H -17.143 3.357 27.026 0.036 -0.167 -0.245 0.14
H -15.723 3.995 24.686 -0.158 -0.019 -0.218 0.09
H -20.030 4.610 24.248 0.281 -0.081 -0.418 0.17
H -16.662 4.646 22.343 -0.205 -0.143 -0.570 0.08
H -17.986 5.815 22.402 -0.096 0.051 0.108 0.09
H -18.348 4.125 21.965 0.294 -0.091 0.076 0.11
C -9.256 -0.007 22.003 -1.976 0.067 0.158 -0.04
C -10.476 0.622 22.863 1.292 -0.574 -0.295 -0.11
N -10.066 1.938 23.345 2.510 1.901 2.042 -0.06
C -10.790 3.114 23.467 0.982 0.183 0.513 0.04
C -9.932 4.086 24.001 -1.364 -0.684 -0.145 0.00
N -8.733 3.510 24.251 -2.338 -5.194 -1.067 -0.11
C -8.821 2.179 23.884 -1.837 1.081 -0.436 0.01
C -7.580 4.025 24.856 1.327 1.272 -0.774 -0.01
H -9.526 -0.994 21.629 -0.363 0.036 0.041 0.07
H -8.360 -0.204 22.591 -0.128 0.476 0.169 0.06
H -9.045 0.597 21.120 0.110 0.179 0.258 0.08
H -10.669 -0.015 23.726 0.136 -0.020 0.085 0.12
H -11.458 0.799 22.426 0.342 -0.382 -0.826 0.12
H -11.861 3.085 23.330 0.184 0.465 -0.461 0.11
H -10.113 5.102 24.319 -0.110 -0.083 -0.426 0.12
H -8.139 1.378 24.129 0.288 0.446 -0.288 0.15
H -7.782 5.091 24.753 1.009 0.220 0.705 0.10
H -6.799 3.728 24.156 0.523 0.546 0.340 0.11
H -7.327 3.633 25.841 -0.525 0.236 0.062 0.11
P -8.514 7.781 22.186 -1.178 2.301 -1.388 0.11
F -8.136 6.403 22.921 -0.185 -0.031 0.575 -0.15
F -8.713 8.721 23.452 0.586 -0.569 2.542 -0.17
F -6.982 8.209 22.131 1.231 -1.167 0.108 -0.15
F -8.763 9.149 21.374 -1.414 0.799 -1.349 -0.19
F -8.529 7.058 20.746 0.206 -0.828 0.408 -0.16
F -10.142 7.479 22.395 0.558 -0.605 -0.813 -0.22
P -15.110 2.350 20.846 1.302 -0.435 -1.256 0.27
F -13.480 2.718 20.765 -1.423 -0.171 1.864 -0.20
F -15.357 2.873 22.446 1.078 0.272 -1.574 -0.23
F -15.392 3.841 20.114 0.092 -0.552 1.625 -0.22
F -16.682 2.105 20.822 -0.804 -0.156 -0.280 -0.16
F -14.878 1.741 19.381 -0.824 -0.162 -0.342 -0.16
F -14.886 0.822 21.432 0.397 1.320 0.271 -0.19
P -13.338 5.760 24.625 3.903 -1.318 1.247 0.34
F -12.137 5.849 23.542 -1.173 0.769 0.057 -0.15
F -12.384 4.857 25.640 -0.273 -0.368 -0.127 -0.21
F -12.581 6.991 25.444 -1.777 0.777 -0.431 -0.19
F -14.524 5.594 25.781 0.153 0.548 -1.126 -0.20
F -14.316 6.856 23.821 0.657 -1.701 0.507 -0.19
F -13.664 4.309 23.906 -1.986 1.854 0.394 -0.18
```
Forces are in eV/Å.

Output
DFT total energy = -114311.32213 eV
HOMO energy = -11.046 eV
Total charge = +1
HOMO-LUMO gap = 0.297 Ha
LUMO = -2.97 eV
Maximum force = 5.8 eV Å⁻¹


Entry 2:
Below is 4 unconnected molecules or ions with the total composition C24H44F3N2O14P3, with properties calculated with wB97M-V/def2-TZVPD.

Geometry as XYZ:
```
90
Properties=species:S:1:pos:R:3:forces:R:3:lowdin_charge:R:1
C -1.650 -8.161 -9.635 0.540 0.318 0.410 -0.11
C -0.738 -8.405 -8.398 -1.113 0.885 0.044 -0.24
C -0.236 -7.005 -7.865 0.562 -1.469 -0.331 -0.17
C 1.301 -7.033 -7.938 0.198 -0.462 -0.357 -0.19
O 1.950 -5.750 -7.760 -1.011 -0.060 0.578 -0.05
C 1.503 -5.203 -6.569 0.825 -0.490 -0.786 -0.30
N 1.786 -5.846 -5.475 -1.022 1.548 -0.327 0.23
C 1.246 -5.204 -4.390 0.289 -0.699 1.545 -0.20
C 1.432 -5.796 -3.105 0.287 -0.529 -0.254 -0.03
C 0.922 -5.260 -1.962 -0.116 0.390 0.004 -0.07
C 0.194 -4.026 -2.016 0.556 -1.135 0.275 -0.07
C 0.005 -3.450 -3.233 -0.515 0.649 0.075 -0.02
C 0.504 -4.014 -4.441 -0.258 0.265 0.208 -0.20
N 0.237 -3.387 -5.628 0.468 -0.758 -0.098 0.20
C 0.745 -3.980 -6.676 -0.178 0.533 -0.278 -0.17
C 0.536 -3.374 -8.065 -0.079 -0.545 0.376 -0.05
C -0.131 -1.985 -8.059 0.388 -0.391 -1.008 -0.27
O 0.482 -1.037 -7.232 -0.138 -0.111 0.162 0.01
C -0.099 -1.401 -9.513 0.859 -0.018 0.351 -0.56
F -1.075 -1.893 -10.296 0.022 0.222 0.229 0.14
F -0.159 -0.062 -9.477 -0.603 -0.364 -0.276 0.14
F 1.078 -1.680 -10.143 -0.337 -0.054 0.159 0.11
H -2.311 -9.003 -9.875 0.417 0.134 -0.136 0.07
H -2.287 -7.291 -9.406 0.061 -0.386 -0.124 0.07
H -1.008 -7.860 -10.478 -0.426 -0.297 -0.005 0.08
H 0.100 -9.087 -8.603 -0.307 0.153 0.011 0.10
H -1.385 -8.843 -7.621 0.479 -0.110 -0.168 0.10
H -0.631 -6.925 -6.844 0.293 0.556 -0.294 0.12
H -0.612 -6.224 -8.539 0.013 -0.055 0.424 0.10
H 1.731 -7.764 -7.231 -0.263 0.345 -0.063 0.12
H 1.583 -7.390 -8.943 0.007 0.409 0.289 0.13
H 1.995 -6.731 -3.047 -0.144 0.295 -0.186 0.11
H 1.106 -5.807 -1.035 -0.199 0.425 -0.121 0.11
H -0.187 -3.605 -1.087 0.058 0.090 -0.397 0.11
H -0.575 -2.525 -3.275 0.252 -0.230 -0.304 0.12
H 1.507 -3.403 -8.582 -0.354 0.247 0.050 0.13
H -0.123 -4.072 -8.613 0.298 0.315 -0.016 0.13
H -1.197 -2.135 -7.826 0.377 0.492 0.365 0.16
H 1.417 -1.248 -7.129 -0.142 -0.058 -0.014 0.11
C 4.937 0.429 0.654 0.139 -0.183 0.008 -0.12
O 3.995 0.380 -0.429 -0.498 1.720 2.897 -0.25
P 2.364 0.321 0.010 -2.777 -3.570 -6.292 0.59
O 2.136 -1.145 -0.200 0.577 0.358 1.278 -0.26
O 1.943 1.220 -1.263 -0.262 0.232 0.464 -0.26
C 2.390 0.850 -2.562 0.284 0.082 -0.241 -0.11
O 0.911 0.728 0.723 2.548 1.524 1.585 -0.24
C 0.838 0.526 2.146 -0.098 -0.192 0.200 -0.11
H 5.940 0.461 0.235 -0.067 -0.022 -0.083 0.09
H 4.780 1.325 1.258 0.145 -0.003 0.012 0.08
H 4.839 -0.460 1.283 0.049 0.010 -0.015 0.09
H 2.492 -0.232 -2.659 0.004 0.003 0.113 0.09
H 3.344 1.331 -2.780 0.026 -0.073 0.001 0.08
H 1.651 1.199 -3.281 -0.080 0.037 0.128 0.09
H 1.633 1.081 2.646 -0.127 0.013 0.171 0.08
H 0.921 -0.536 2.385 0.035 0.011 -0.058 0.09
H -0.123 0.896 2.498 0.013 0.053 -0.120 0.08
C -2.126 6.554 5.196 -0.124 0.103 -0.056 -0.11
O -2.408 5.207 5.606 2.524 0.770 -1.993 -0.26
P -2.177 4.009 4.440 -5.117 -5.237 2.515 0.59
O -3.609 3.802 4.050 0.721 1.131 -0.589 -0.25
O -1.667 2.940 5.532 0.445 0.068 -0.501 -0.26
C -2.452 2.696 6.695 -0.035 0.170 0.401 -0.10
O -1.432 3.115 3.243 1.637 2.876 0.599 -0.24
C -1.208 3.833 2.016 -0.087 0.025 -0.273 -0.11
H -2.316 7.216 6.037 -0.032 -0.073 0.008 0.07
H -1.078 6.647 4.905 -0.013 0.169 0.072 0.09
H -2.768 6.843 4.360 -0.010 0.017 0.042 0.09
H -3.518 2.813 6.492 0.042 0.058 -0.100 0.09
H -2.151 3.370 7.497 -0.054 0.019 -0.009 0.08
H -2.265 1.672 7.013 0.092 -0.003 -0.130 0.09
H -0.624 4.734 2.212 0.070 -0.008 -0.204 0.08
H -2.161 4.101 1.556 0.004 -0.008 0.039 0.09
H -0.649 3.192 1.337 -0.013 -0.078 0.112 0.08
C -0.528 8.781 11.769 0.182 0.116 -0.032 -0.12
O -1.023 8.013 10.660 -0.671 -0.833 3.176 -0.25
P -1.044 6.338 10.872 0.799 -2.229 -7.175 0.58
O 0.190 6.002 10.092 0.120 0.471 1.308 -0.26
O -2.401 6.174 10.019 -0.044 -0.280 0.549 -0.25
C -2.485 6.752 8.723 -0.167 0.346 -0.174 -0.12
O -1.334 4.858 11.583 -0.530 2.564 2.158 -0.23
C -0.617 4.604 12.802 0.247 -0.143 0.047 -0.12
H -0.566 9.835 11.502 -0.022 -0.056 -0.091 0.09
H -1.149 8.621 12.652 0.026 0.141 0.023 0.08
H 0.506 8.504 11.991 -0.007 0.049 -0.010 0.09
H -1.515 6.764 8.224 0.056 -0.032 0.131 0.08
H -2.879 7.767 8.793 0.079 0.026 -0.017 0.09
H -3.177 6.153 8.132 0.014 -0.120 0.134 0.09
H -0.825 5.378 13.542 0.016 -0.113 0.110 0.08
H 0.456 4.559 12.605 -0.022 0.026 -0.017 0.09
H -0.949 3.646 13.195 -0.078 0.021 -0.109 0.09
```
Forces are in eV/Å.

Output
Energy above the lowest of the compared OMol25 structures with the same formula, charge and spin = 58.8 kcal/mol
DFT total energy = -93263.72616 eV
HOMO energy = -8.845 eV
HOMO-LUMO gap = 0.276 Ha
LUMO = -1.35 eV
Maximum force = 7.7 eV Å⁻¹